1.
The following is a DFT calculation (ωB97M-V/def2-TZVPD) of a structure of composition C17H22MnN4O3 in a non-equilibrium geometry.

Computed properties:
- E_LUMO (spin up / spin down): -17.80 / -16.25 eV
- F_max: 4.37 eV Å⁻¹
- Net charge: +4
- Spin multiplicity: 4
- HOMO level (spin up / spin down): -0.765 / -0.765 Ha
- Kohn-Sham gap (spin up / spin down): 3.02 / 4.57 eV

Last column: natural (NBO) charge in e.
CARTESIAN COORDINATES (ANGSTROEM)
N: 2.017 3.513 -0.987  -0.451
C: 1.434 4.259 -0.311  0.370
C: 0.793 5.194 0.579  -0.749
H: -0.296 5.132 0.525  0.263
H: 1.104 6.208 0.322  0.306
H: 1.062 4.958 1.614  0.272
N: 2.958 -1.911 -2.110  -0.654
C: 3.774 -2.447 -1.489  0.700
C: 4.668 -3.038 -0.511  -0.783
H: 5.726 -2.868 -0.796  0.342
H: 4.519 -4.132 -0.468  0.339
H: 4.427 -2.601 0.492  0.324
N: -2.455 -3.479 -0.896  -0.433
C: -3.389 -3.183 -0.266  0.355
C: -4.530 -2.883 0.558  -0.746
H: -4.396 -3.317 1.549  0.281
H: -5.428 -3.306 0.112  0.300
H: -4.655 -1.809 0.702  0.250
Mn: 1.279 -0.715 -2.682  1.412
C: -0.244 -1.917 1.052  0.471
O: -0.655 -2.564 1.902  -0.449
C: 1.728 1.049 1.149  0.480
O: 2.020 1.826 1.941  -0.461
C: 1.212 0.928 -4.030  -0.168
C: -0.142 0.964 -3.636  -0.094
C: -0.890 -0.218 -3.585  -0.069
C: -0.280 -1.462 -3.895  -0.195
C: 1.009 -1.486 -4.549  -0.104
C: 1.776 -0.260 -4.597  -0.131
H: 1.863 1.803 -3.975  0.349
H: -0.545 1.939 -3.363  0.334
H: -1.941 -0.237 -3.299  0.332
H: -0.784 -2.423 -3.741  0.355
H: 1.525 -2.436 -4.757  0.338
H: 2.863 -0.314 -4.781  0.337
C: -1.891 1.258 2.582  -0.471
N: -1.329 0.861 3.890  -0.048
C: -1.947 1.254 5.211  -0.472
C: -0.198 0.123 3.803  0.470
O: 0.282 -0.147 2.676  -0.431
H: -2.811 1.872 2.642  0.276
H: -2.099 0.383 1.943  0.267
H: -1.150 1.799 1.972  0.267
H: -2.176 0.368 5.839  0.306
H: -1.237 1.832 5.840  0.306
H: -2.868 1.843 5.077  0.280
H: 0.296 -0.217 4.751  0.226

2.
The following is a DFT calculation (ωB97M-V/def2-TZVPD) of the molecule C17H22N2O2 in a non-equilibrium geometry.

Computed properties:
- ΔE to the lowest compared entry with this formula, charge and spin: 357.0 kJ/mol
- E_LUMO: 0.23 eV
- F_max: 4.03 eV Å⁻¹
- HOMO level: -0.307 Ha
- Kohn-Sham gap: 8.58 eV

Last column: natural (NBO) charge in e.
CARTESIAN COORDINATES (ANGSTROEM)
O: -0.664 1.089 0.592  -0.580
O: -1.282 -2.871 2.750  -0.543
N: 0.542 -0.460 -1.701  -0.250
C: -0.680 -0.123 0.457  0.698
C: -0.784 -2.069 1.997  0.636
C: 0.672 0.810 -2.113  0.068
C: 1.256 2.391 -6.040  -0.204
C: 0.927 1.020 -5.881  -0.203
C: 1.504 3.159 -4.900  -0.212
C: 0.748 0.465 -4.614  -0.178
C: 1.328 2.602 -3.628  -0.182
C: 0.902 1.260 -3.489  -0.105
N: 0.299 -0.748 -0.363  -0.326
C: -3.448 0.863 1.998  -0.615
C: -3.716 -2.521 0.948  -0.612
C: 1.292 -3.620 1.972  -0.601
C: 0.690 -2.108 0.030  -0.205
C: -2.381 -0.133 2.488  -0.379
C: -2.667 -1.529 0.352  -0.393
C: 0.682 -2.270 1.576  -0.324
C: -1.653 -0.959 1.335  -0.247
H: 0.550 1.568 -1.376  0.202
H: 1.357 2.854 -7.002  0.216
H: 0.783 0.407 -6.786  0.216
H: 1.802 4.223 -4.972  0.218
H: 0.452 -0.551 -4.542  0.226
H: 1.519 3.217 -2.732  0.219
H: -4.248 0.331 1.514  0.198
H: -3.023 1.567 1.288  0.227
H: -3.851 1.472 2.858  0.216
H: -4.428 -1.996 1.605  0.203
H: -4.306 -2.962 0.133  0.211
H: -3.267 -3.341 1.510  0.231
H: 1.190 -3.827 3.025  0.233
H: 0.765 -4.429 1.357  0.212
H: 2.355 -3.590 1.763  0.213
H: 0.004 -2.788 -0.455  0.189
H: 1.695 -2.355 -0.345  0.225
H: -1.611 0.404 3.028  0.215
H: -2.853 -0.815 3.193  0.225
H: -2.137 -2.128 -0.382  0.206
H: -3.134 -0.741 -0.237  0.223
H: 1.281 -1.472 2.050  0.233